This record from the OMol25 dataset describes a cluster of 4 separate species, C53H44N5O8 in total in a non-equilibrium geometry. The level of theory is the ωB97M-V functional and the def2-TZVPD basis.

## Properties
- Molar mass: 879.0 Da
- Calculated total energy: -2921.54718 Ha
- HOMO energy: -10.9401 eV
- F_max: 3.4 eV/A
- Total charge: +1

Cartesian coordinates (Å):
C1 1.92 3.48 6.22
C2 0.95 2.31 6.22
N1 -0.28 2.64 5.49
C3 -1.42 3.06 6.29
C4 -2.11 4.25 5.58
N2 -3.50 3.98 5.26
C5 -4.62 4.60 5.58
N3 -5.69 4.05 5.05
C6 -5.22 2.99 4.36
N4 -5.97 2.14 3.68
C7 -5.43 0.98 2.96
C8 -4.95 -0.08 3.93
C9 -5.37 -1.52 3.66
O1 -5.92 -0.71 4.68
N5 -3.88 2.92 4.48
C10 -0.74 1.61 4.62
C11 -0.77 0.19 5.13
O2 -1.10 1.87 3.50
H1 1.65 4.23 6.95
H2 2.93 3.15 6.46
H3 1.95 3.92 5.22
H4 0.75 2.02 7.25
H5 1.45 1.47 5.75
H6 -2.13 2.23 6.40
H7 -1.08 3.37 7.27
H8 -1.57 4.54 4.69
H9 -2.12 5.10 6.26
H10 -4.63 5.47 6.21
H11 -6.96 2.32 3.66
H12 -4.59 1.26 2.33
H13 -6.26 0.54 2.42
H14 -3.96 0.07 4.36
H15 -4.50 -2.10 3.93
H16 -5.84 -1.50 2.70
H17 -3.24 2.26 4.08
H18 -0.87 0.18 6.21
H19 0.14 -0.31 4.84
H20 -1.62 -0.34 4.71
C12 -2.74 1.34 0.07
C13 -3.29 1.03 -1.17
C14 -3.25 -0.27 -1.65
C15 -2.65 -1.27 -0.89
C16 -2.08 -0.96 0.34
C17 -2.13 0.34 0.82
C18 -1.39 -2.00 1.16
O3 -0.91 -1.72 2.24
C19 -1.31 -3.38 0.61
C20 -0.62 -4.35 1.32
C21 -0.54 -5.64 0.82
C22 -1.15 -5.97 -0.38
C23 -1.84 -5.00 -1.10
C24 -1.91 -3.70 -0.61
C25 -2.62 -2.67 -1.41
O4 -3.16 -2.94 -2.46
H21 -2.77 2.35 0.44
H22 -3.74 1.81 -1.77
H23 -3.67 -0.50 -2.62
H24 -1.69 0.57 1.78
H25 -0.14 -4.09 2.25
H26 0.01 -6.40 1.37
H27 -1.09 -6.98 -0.76
H28 -2.32 -5.25 -2.03
C26 1.83 3.57 -8.69
C27 1.70 2.55 -9.62
C28 1.22 1.31 -9.23
C29 0.88 1.08 -7.90
C30 1.04 2.10 -6.96
C31 1.50 3.35 -7.36
C32 0.72 1.87 -5.52
O5 0.85 2.76 -4.70
C33 0.25 0.52 -5.12
C34 0.01 0.26 -3.78
C35 -0.43 -0.99 -3.38
C36 -0.64 -1.99 -4.32
C37 -0.40 -1.74 -5.66
C38 0.06 -0.49 -6.06
C39 0.35 -0.26 -7.51
O6 0.17 -1.12 -8.33
H29 2.20 4.54 -9.00
H30 1.97 2.72 -10.65
H31 1.11 0.51 -9.95
H32 1.61 4.14 -6.63
H33 0.17 1.04 -3.05
H34 -0.61 -1.18 -2.33
H35 -0.99 -2.96 -4.01
H36 -0.55 -2.51 -6.40
C40 1.98 -0.20 -0.36
C41 2.49 0.78 -1.21
C42 3.73 0.62 -1.79
C43 4.48 -0.52 -1.51
C44 3.98 -1.49 -0.64
C45 2.72 -1.33 -0.08
C46 4.78 -2.70 -0.30
O7 4.33 -3.55 0.45
C47 6.14 -2.83 -0.89
C48 6.92 -3.93 -0.55
C49 8.18 -4.07 -1.10
C50 8.66 -3.13 -2.01
C51 7.88 -2.04 -2.35
C52 6.62 -1.88 -1.79
C53 5.82 -0.68 -2.16
O8 6.23 0.14 -2.95
H37 0.99 -0.07 0.08
H38 1.90 1.67 -1.41
H39 4.13 1.38 -2.45
H40 2.33 -2.10 0.58
H41 6.54 -4.65 0.16
H42 8.80 -4.92 -0.83
H43 9.64 -3.25 -2.44
H44 8.25 -1.31 -3.06